No. 1
Computed, not measured: C5H6OS in the gas phase in a non-equilibrium geometry, with ωB97M-V with the def2-TZVPD basis set.

Structure (SMILES) = O=C1CC[C@H]2S[C@H]12
Lowest unoccupied orbital energy = 0.52 eV
ΔE to the lowest compared entry with this formula, charge and spin = 58.7 kcal/mol
E = -667.4446 Eh

Geometry (Å):
C (0.6032, 0.6310, -0.4657)
H (-0.4382, 2.5694, -0.6697)
H (-0.0843, 2.1479, 1.0042)
H (0.2293, -0.0384, 1.5430)
S (2.0147, -0.3850, -0.0185)
C (0.2950, -0.4686, 0.5118)
H (-2.2139, 1.0332, 0.9534)
H (0.3311, 0.3431, -1.4890)
O (-1.8012, -1.6328, -0.2099)
C (-1.6390, 0.8158, 0.0802)
C (-0.3418, 1.7367, 0.0246)
H (-2.2736, 0.9565, -0.8180)
C (-1.1467, -0.6798, 0.0912)



No. 2
Computed, not measured: C5H6OS in the gas phase in a non-equilibrium geometry, with ωB97M-V with the def2-TZVPD basis set.

Structure (SMILES) = S=C/C=C/[C@@H]1CO1
Lowest unoccupied orbital energy = -1.35 eV
ΔE to the lowest compared entry with this formula, charge and spin = 99.9 kcal/mol
E = -667.3790 Eh

Geometry (Å):
H (1.6428, -1.1245, -0.9208)
O (0.9099, -2.9714, -0.0688)
H (1.4222, -3.4192, -2.0904)
H (-1.7546, 1.0415, 1.0353)
H (-1.3162, -0.7934, -0.1860)
S (-0.5417, 3.1580, 0.9870)
C (-0.7689, 1.5071, 0.7618)
C (0.1608, 0.5422, 0.1653)
C (0.4764, -3.0179, -1.5055)
C (-0.3565, -0.5885, -0.4668)
H (-0.4969, -3.7538, -1.5878)
C (0.5971, -1.7156, -0.9219)
H (1.2377, 0.9284, 0.3123)



No. 3
Computed, not measured: C5H6OS2 in the gas phase in a non-equilibrium geometry, with ωB97M-V with the def2-TZVPD basis set.

Structure (SMILES) = CC(=O)/C=C\SC=S
Lowest unoccupied orbital energy = -0.71 eV
ΔE to the lowest compared entry with this formula, charge and spin = 61.4 kcal/mol
E = -1065.6309 Eh

Geometry (Å):
C (0.3579, 0.3878, -0.4955)
C (0.3495, 0.3612, 1.0116)
C (-1.4979, -1.9165, -0.1080)
H (-1.8336, -0.8645, -0.1768)
H (0.4038, 2.4931, -0.6225)
C (0.9204, 1.7272, -1.1645)
S (-2.4522, -3.0282, -0.9158)
H (0.7238, 1.3557, 1.5722)
O (0.1546, -0.6112, -1.2708)
H (0.5226, 1.6677, -2.1923)
S (-0.1240, -2.2712, 0.8224)
C (0.2125, -0.6898, 1.7386)
H (0.2432, -0.5672, 2.8157)
H (2.0195, 1.9559, -1.0143)



No. 4
Computed, not measured: C5H6OS2 in the gas phase in a non-equilibrium geometry, with ωB97M-V with the def2-TZVPD basis set.

Structure (SMILES) = S=C[C@@]12CSC[C@@H]1O2
Lowest unoccupied orbital energy = -0.67 eV
ΔE to the lowest compared entry with this formula, charge and spin = 108.8 kcal/mol
E = -1065.5554 Eh

Geometry (Å):
H (1.5209, 1.3482, -1.2056)
H (1.1705, -0.9141, 1.7819)
C (-1.0347, 0.7146, -0.1297)
H (0.0285, -0.2557, -1.9025)
S (2.7278, -0.4040, -0.1286)
C (0.2592, 0.6224, 0.5440)
H (-1.9127, 0.3986, 0.4416)
C (-0.8734, -0.3714, -1.2205)
H (-0.5898, -0.7157, 2.2589)
C (0.0894, -0.6735, 1.4080)
H (-1.7997, -0.4248, -1.8086)
C (1.4340, 0.5581, -0.3333)
O (-0.4854, 1.8550, 0.3081)
S (-0.5346, -1.7377, -0.0137)



No. 5
Computed, not measured: C5H6S in the gas phase in a non-equilibrium geometry, with ωB97M-V with the def2-TZVPD basis set.

Structure (SMILES) = C#C/C=C\CS
Lowest unoccupied orbital energy = 0.08 eV
ΔE to the lowest compared entry with this formula, charge and spin = 90.2 kcal/mol
E = -592.1282 Eh

Geometry (Å):
S (2.5746, -0.7760, -0.3425)
C (-1.6810, -0.4035, -0.3423)
C (0.4605, 1.1197, -0.2172)
H (1.7328, -2.0444, -0.7720)
H (-1.4619, 1.8366, -0.8657)
C (-2.3269, -1.3992, -0.0104)
H (0.6359, -0.4176, 1.3468)
H (1.9254, 1.0110, 1.1039)
H (-3.2471, -2.0408, 0.3936)
C (-0.9106, 0.9028, -0.4359)
C (1.2347, 0.2890, 0.6097)
H (1.0636, 1.9223, -0.4679)



No. 6
Computed, not measured: a molecular structure, C5H6S2 in a non-equilibrium geometry, with ωB97M-V with the def2-TZVPD basis set.

Lowest unoccupied orbital energy = -0.62 eV
ΔE to the lowest compared entry with this formula, charge and spin = 26.5 kcal/mol
E = -990.4228 Eh

Geometry (Å):
H (-1.8586, 1.1385, 1.7935)
C (0.3943, -1.1998, -1.3886)
H (0.1291, -1.7694, -2.3872)
H (0.5731, -0.1622, -1.7509)
S (-2.1736, -1.5113, 1.5737)
C (-1.1168, -0.3289, 0.6012)
H (-0.1684, 1.5157, 1.5253)
C (-0.6170, -1.2247, -0.2805)
H (1.2671, -1.5643, -0.9752)
H (-1.3919, 1.7101, 0.2272)
C (-1.0733, 1.0917, 1.0966)
C (-1.3229, -2.4263, 0.2501)
S (-1.3200, -4.0160, -0.0915)



No. 7
Computed, not measured: C5H6S2 in the gas phase in a non-equilibrium geometry, with ωB97M-V with the def2-TZVPD basis set.

Structure (SMILES) = C=C1SC[C@@H]2S[C@@H]12
Lowest unoccupied orbital energy = 0.39 eV
ΔE to the lowest compared entry with this formula, charge and spin = 68.3 kcal/mol
E = -990.3562 Eh

Geometry (Å):
H (2.2145, 2.2176, 0.3123)
C (-0.9363, -0.6527, 0.3892)
H (-0.3599, -2.2853, -0.9814)
H (-0.2974, -2.6324, 0.7162)
C (-0.6572, 0.4595, -0.4519)
H (-0.6742, 0.0239, -1.3986)
C (0.7462, 0.7812, -0.0922)
S (1.5615, -0.8558, -0.1100)
S (-2.4075, 0.2069, -0.0681)
C (-0.1694, -1.8528, -0.0147)
H (0.4821, 2.9186, 0.1639)
C (1.2123, 2.0529, 0.0876)
H (-0.7148, -0.3817, 1.4476)



No. 8
Computed, not measured: C5H6S2 in the gas phase in a non-equilibrium geometry, with ωB97M-V with the def2-TZVPD basis set.

Structure (SMILES) = C1=CS[C@@H]2C[C@@H]2S1
Lowest unoccupied orbital energy = 0.84 eV
ΔE to the lowest compared entry with this formula, charge and spin = 69.3 kcal/mol
E = -990.3545 Eh

Geometry (Å):
C (1.0337, 1.3160, 0.2105)
C (-1.7520, -1.0050, -0.3242)
C (1.7797, 0.1938, 0.1655)
H (1.6380, 2.1912, 0.5640)
H (-2.4929, -1.6625, -0.2502)
C (-0.5068, -1.0993, 0.5240)
S (1.0373, -1.2053, -0.2918)
H (2.6868, 0.4659, 0.7502)
C (-1.4345, 0.0643, 0.6621)
H (-2.0163, 0.3005, 1.4674)
H (-0.1877, -2.0710, 1.1738)
H (-1.6701, -1.0321, -1.3968)
S (-0.5797, 1.5171, -0.3167)



No. 9
Computed, not measured: 2 unconnected molecules or ions with the total composition C5H7B4F4O3 in a non-equilibrium geometry, with ωB97M-V with the def2-TZVPD basis set.

Lowest unoccupied orbital energy = 0.75 eV
Charge = -1
E = -919.5020 Eh

Geometry (Å):
H (-3.9600, -1.9602, -1.9966)
C (1.7248, -1.1087, 0.0397)
H (-3.1091, -2.7555, -0.5075)
C (-3.3078, -1.7290, -1.0455)
F (6.6735, 2.0876, 2.7108)
B (-0.5444, 0.8001, -2.0626)
C (-3.7052, 0.7723, 0.1415)
C (2.4602, -0.6542, 1.1761)
O (0.6983, -0.0224, -2.2792)
H (-4.9381, -1.0774, 0.6480)
B (0.5904, -1.0621, -1.1956)
H (3.1432, -0.1707, 2.0275)
B (-1.8203, -1.1798, -1.5799)
O (-0.5747, -1.9658, -1.2868)
B (5.3619, 1.6054, 2.3098)
F (4.7163, 0.9593, 3.4409)
H (-2.9181, 1.1574, 0.9482)
F (5.5082, 0.6493, 1.2243)
F (4.5496, 2.7253, 1.8630)
H (-0.5030, 1.9057, -1.6358)
H (-4.1742, 1.6290, -0.5414)
C (-4.0447, -0.6865, -0.0171)
O (-1.8270, 0.0808, -2.3819)